17
Properties=species:S:1:pos:R:3:lowdin_spin:R:1 method="wB97M-V/def2-TZVPD" lumo_ev="3.2 / 3.2" s2=0.7539 spin_multiplicity=2 gap_ha="0.1490 / 0.2197" homo_energy_ev="-0.8189 / -2.7457" charge=-1
C 1.219 -3.579 -1.615 0.043
S 2.589 -3.612 -0.424 0.461
S 3.020 -1.284 -0.593 0.442
H 0.251 -3.837 -1.187 0.003
H 1.417 -4.369 -2.348 0.008
H 1.173 -2.636 -2.157 0.006
H 4.327 -1.185 -0.298 0.032
C -0.502 1.848 0.207 0.002
C -1.947 2.062 0.600 0.000
N -1.949 2.575 1.980 0.000
H 0.117 2.738 0.198 0.001
H -0.070 1.153 0.928 0.001
H -0.397 1.336 -0.747 0.001
H -2.377 2.819 -0.060 0.000
H -2.537 1.144 0.609 0.000
H -2.833 2.914 2.315 0.000
H -1.501 1.912 2.590 0.000

***

17
Properties=species:S:1:pos:R:3:lowdin_charge:R:1 method="wB97M-V/def2-TZVPD" lumo_ev=0.5 spin_multiplicity=1 gap_ha=0.3243 smiles=CCN.CSS homo_energy_ev=-8.3697 charge=0
C -0.229 -1.867 -0.638 -0.110
C 0.378 -0.944 -1.701 -0.347
N 1.456 -1.664 -2.387 -0.037
H -0.958 -2.531 -1.096 0.067
H -0.660 -1.368 0.231 0.053
H 0.578 -2.476 -0.229 0.063
H 0.754 -0.045 -1.206 0.090
H -0.361 -0.782 -2.485 0.102
H 2.330 -1.522 -1.887 0.062
H 1.616 -1.192 -3.273 0.057
C -0.164 2.161 2.765 -0.501
S -1.772 1.325 2.697 0.345
S -2.317 1.837 0.753 0.284
H 0.562 1.649 2.127 0.026
H -0.337 3.153 2.356 0.016
H 0.238 2.221 3.770 0.031
H -1.113 2.045 0.203 -0.203

***

17
Properties=species:S:1:pos:R:3:lowdin_charge:R:1 method="wB97M-V/def2-TZVPD" lumo_ev=0.6 spin_multiplicity=1 gap_ha=0.3269 smiles=CNC.CSS homo_energy_ev=-8.2687 charge=0
C 0.915 1.046 -0.974 -0.219
N -0.459 0.596 -0.937 -0.209
C -1.463 1.635 -0.820 -0.134
H 1.099 1.943 -1.591 0.062
H 1.555 0.339 -1.500 0.055
H 1.222 1.437 0.069 0.095
H -0.550 -0.258 -1.461 0.099
H -2.133 1.490 0.039 0.066
H -0.931 2.595 -0.907 0.076
H -2.163 1.622 -1.701 0.082
C 0.176 -0.999 1.635 -0.525
S 1.584 -1.661 0.674 0.370
S 0.610 -3.434 0.196 0.304
H -0.818 -0.864 1.201 0.030
H 0.129 -1.536 2.621 0.038
H 0.510 -0.038 2.019 0.015
H 0.719 -3.912 1.437 -0.204

***

15
Properties=species:S:1:pos:R:3:lowdin_charge:R:1 method="wB97M-V/def2-TZVPD" lumo_ev=-4.9 spin_multiplicity=1 gap_ha=0.3883 homo_energy_ev=-15.4932 charge=+1
O -0.033 -2.348 -0.829 0.320
H -0.485 -3.037 -1.344 0.204
H -0.399 -1.474 -0.532 0.147
H 0.711 -2.624 -0.262 0.199
C -0.358 0.181 1.330 -0.102
C 0.538 0.599 0.154 -0.325
C -0.030 1.710 -0.709 -0.103
H -1.119 -0.579 1.086 0.065
H 0.210 -0.181 2.186 0.081
H -0.901 1.058 1.675 0.087
H 1.500 0.941 0.538 0.113
H 0.889 -0.262 -0.453 0.075
H 0.161 2.682 -0.273 0.085
H -1.099 1.623 -0.866 0.076
H 0.416 1.711 -1.702 0.079

***

17
Properties=species:S:1:pos:R:3:lowdin_charge:R:1 method="wB97M-V/def2-TZVPD" lumo_ev=3.6 spin_multiplicity=1 gap_ha=0.2365 homo_energy_ev=-2.7863 charge=-1
C -1.707 0.666 -0.033 -0.173
C -0.568 -0.266 0.120 -0.403
C -0.186 -0.348 1.634 -0.764
S 1.423 -1.211 1.815 0.117
H -2.670 0.349 0.496 0.088
H -2.041 0.967 -1.030 0.053
H -1.569 1.683 0.396 0.063
H -0.801 -1.315 -0.003 0.076
H 0.313 -0.109 -0.579 0.059
H -0.881 -0.968 2.194 0.025
H -0.171 0.676 1.957 0.023
H 1.029 -2.071 -1.592 0.006
H 2.304 -1.768 -0.914 -0.006
O 1.926 -1.808 -1.825 -0.120
H 1.385 1.148 -0.503 0.001
H 0.837 2.564 -0.933 0.028
O 1.378 1.813 -1.200 -0.073

***

19
Properties=species:S:1:pos:R:3:lowdin_spin:R:1 method="wB97M-V/def2-TZVPD" lumo_ev="0.5 / -1.6" s2=0.7546 spin_multiplicity=2 gap_ha="0.3317 / 0.2730" homo_energy_ev="-8.5545 / -9.0255" charge=0
C 0.785 -0.273 -0.105 0.008
C 1.625 0.042 1.132 0.000
O 0.849 0.629 2.198 0.000
C 1.248 0.292 -1.445 0.018
S -0.200 0.710 -2.546 0.362
S -1.038 -1.026 -2.829 0.578
H -0.266 -0.038 0.011 0.001
H 0.968 -1.342 -0.207 0.000
H 2.071 -0.777 1.700 0.000
H 2.420 0.756 0.891 0.000
H 1.616 -0.475 -2.121 0.005
H 1.871 1.167 -1.409 0.000
H -2.340 1.731 -1.262 0.002
H -2.813 1.210 0.129 0.001
H -0.089 0.461 2.053 0.000
O -2.101 1.174 -0.517 0.021
H -1.856 -1.185 0.766 0.001
H -0.986 -1.800 1.847 0.000
O -1.763 -1.256 1.714 0.001

***

The highest charge belongs to which entry? C3H11O